# 1
Entry from the OMol25 dataset: an isolated molecule of C17H18ClN3O4 (ωB97M-V/def2-TZVPD).

```
43
Properties=species:S:1:pos:R:3:forces:R:3
C -0.501791 -1.868149 1.894897 0.475 -0.251 -0.057
O -1.748379 -1.346879 1.439553 -0.294 0.217 0.255
C -2.102450 -1.612984 0.178932 -0.227 -0.220 -0.343
O -1.435978 -2.252502 -0.589041 0.007 -0.118 0.043
C -3.472746 -1.045012 -0.181985 0.022 0.007 0.014
C -3.427391 -0.474570 -1.608851 0.111 -0.031 0.033
C -3.028278 1.008806 -1.544558 -0.048 -0.112 -0.309
N -2.208787 1.278127 -0.382078 0.260 0.034 0.115
C -0.865269 1.041210 -0.419081 0.459 0.159 -0.534
C -0.173063 0.600932 -1.508262 -0.370 0.016 -0.066
C 1.246402 0.425700 -1.486935 -0.134 0.209 -0.104
O 1.936505 0.101780 -2.428946 -0.022 -0.026 0.022
N 1.854439 0.657502 -0.224777 0.430 -0.081 -0.135
C 3.243607 0.363056 -0.106764 0.243 -0.121 0.017
C 4.168002 1.382114 0.055492 -0.052 -0.158 -0.035
C 5.515953 1.087075 0.152112 -0.014 0.077 -0.005
C 5.944633 -0.227041 0.075184 -0.011 -0.021 0.005
C 5.029255 -1.252248 -0.083707 -0.066 -0.014 0.002
C 3.678467 -0.957552 -0.166560 0.092 0.282 0.060
Cl 2.530718 -2.231570 -0.334364 -0.037 -0.223 -0.002
C 1.207727 1.130540 0.879952 -0.321 0.030 0.255
O 1.734329 1.347612 1.948489 0.131 0.060 0.188
N -0.144451 1.355406 0.709185 -0.388 0.069 0.295
C -2.988455 1.207075 0.840654 -0.265 0.185 0.374
C -3.972694 0.020723 0.792029 0.096 -0.132 0.007
H 0.119895 -2.150695 1.044070 -0.055 0.075 0.163
H -0.011844 -1.092714 2.481664 -0.057 -0.006 -0.009
H -0.688285 -2.743896 2.517403 -0.010 0.048 -0.025
H -4.150072 -1.905651 -0.161816 0.090 0.041 0.008
H -2.701284 -1.049880 -2.183935 -0.087 0.017 -0.038
H -4.399878 -0.572307 -2.090649 -0.024 -0.010 -0.015
H -3.920229 1.634232 -1.445289 0.076 0.017 -0.047
H -2.502698 1.320592 -2.445816 -0.075 0.059 0.031
H -0.651277 0.324248 -2.428538 -0.127 -0.053 -0.048
H 3.818941 2.401538 0.109165 -0.051 0.085 0.004
H 6.230824 1.885035 0.280825 0.062 0.068 0.010
H 6.996671 -0.459118 0.141011 0.089 -0.026 0.008
H 5.352980 -2.279634 -0.138844 0.002 -0.091 -0.013
H -0.598411 1.770134 1.510082 0.187 -0.076 -0.130
H -3.539185 2.147653 0.962805 0.065 -0.084 0.059
H -2.337264 1.077629 1.702561 -0.064 0.025 -0.085
H -4.083593 -0.399302 1.790593 -0.074 0.068 0.004
H -4.955579 0.352975 0.454118 -0.026 0.004 0.029
```
Forces are in eV/Å.

## Properties
* structure (SMILES): COC(=O)C1CCN(c2cc(=O)n(-c3ccccc3Cl)c(=O)[nH]2)CC1
* Kohn-Sham gap: 0.3275 Eh
* relative energy (zero: lowest compared OMol25 entry of this formula, charge and spin): 3.55 kJ/mol
* electronic energy: -43105.5981 eV
* lowest unoccupied orbital energy: 0.5 eV
* E_HOMO: -0.309 Ha

Per-atom Löwdin charges, elementary charge units: atom 1 (C): -0.02, atom 2 (O): -0.04, atom 3 (C): -0.48, atom 4 (O): 0.12, atom 5 (C): -0.20, atom 6 (C): -0.10, atom 7 (C): -0.13, atom 8 (N): -0.06, atom 9 (C): -0.25, atom 10 (C): 0.06, atom 11 (C): -0.44, atom 12 (O): 0.08, atom 13 (N): 0.10, atom 14 (C): -0.23, atom 15 (C): 0.00, atom 16 (C): -0.07, atom 17 (C): -0.08, atom 18 (C): -0.09, atom 19 (C): -0.56, atom 20 (Cl): 0.78, atom 21 (C): -0.48, atom 22 (O): 0.09, atom 23 (N): 0.20, atom 24 (C): -0.13, atom 25 (C): -0.12, atom 26 (H): 0.05, atom 27 (H): 0.09, atom 28 (H): 0.10, atom 29 (H): 0.16, atom 30 (H): 0.11, atom 31 (H): 0.12, atom 32 (H): 0.13, atom 33 (H): 0.12, atom 34 (H): 0.12, atom 35 (H): 0.13, atom 36 (H): 0.10, atom 37 (H): 0.10, atom 38 (H): 0.10, atom 39 (H): 0.15, atom 40 (H): 0.13, atom 41 (H): 0.11, atom 42 (H): 0.12, atom 43 (H): 0.12

=====

# 2
Entry from the OMol25 dataset: a structure of composition C17H18ClN3O4SeTl (ωB97M-V/def2-TZVPD).

```
45
Properties=species:S:1:pos:R:3:forces:R:3
Tl 13.105782 6.868050 9.291338 -0.102 0.628 0.055
O 13.523662 7.420057 13.836175 -0.385 0.264 0.680
Cl 13.505062 6.471029 12.781701 1.935 0.952 -2.945
O 13.285708 5.148805 13.245852 -0.333 -0.488 0.302
O 14.761364 6.568313 12.011946 -0.341 -0.549 1.008
O 12.508550 6.851901 11.759249 -1.023 -0.143 0.879
C 10.376240 9.829079 11.019018 2.045 0.779 -2.040
N 9.446078 9.964011 9.904711 -0.358 1.360 0.102
C 8.860662 11.189098 9.609023 0.335 -1.317 -0.651
C 8.020676 11.000170 8.587231 -0.582 -0.222 -0.767
N 8.060558 9.639876 8.281446 0.771 0.826 1.086
C 7.204162 8.983682 7.367932 -0.957 -0.229 0.274
C 8.952077 9.030336 9.093869 0.693 -1.023 -0.258
Se 9.543838 7.271638 8.990799 -0.179 0.053 0.174
H 10.435603 10.834588 11.472430 -0.533 -0.982 0.674
H 11.436996 9.687775 10.644626 -1.128 -0.115 0.025
H 10.103928 8.922448 11.491470 -0.193 -0.423 1.497
H 9.302865 12.043449 9.996299 0.240 1.464 0.726
H 7.465107 11.698365 7.963477 0.166 -0.284 0.394
H 7.280332 9.496471 6.444924 -0.456 0.719 -1.038
H 6.179183 8.984333 7.801021 0.502 -0.231 -0.669
H 7.570702 7.995820 7.153408 0.037 -0.536 0.387
C 16.473667 11.491229 10.997145 -1.179 -2.076 0.597
C 16.182077 11.761231 9.714987 0.188 1.043 -2.769
C 15.152096 11.107918 9.047391 -1.199 0.049 -0.652
C 14.280201 10.185540 9.705005 0.758 0.662 -1.207
C 14.685397 9.825510 11.007266 -2.128 -1.017 -1.262
C 15.704861 10.445248 11.582358 3.378 1.799 2.393
N 13.230098 9.575138 9.036092 1.425 -0.924 1.928
C 12.585380 10.221303 8.071901 -2.070 0.787 -1.952
C 12.123378 9.510738 6.945440 -0.834 0.845 -1.417
C 11.341942 10.215151 5.901320 2.699 -2.563 2.721
C 10.966740 11.499482 6.033676 -0.704 2.223 -1.062
C 11.392582 12.245709 7.144759 1.355 -3.084 0.141
C 12.206308 11.629050 8.086763 -1.680 -2.592 -2.847
H 17.397618 11.787394 11.389226 0.918 0.683 1.004
H 16.809659 12.465862 9.112533 -0.522 -0.594 0.604
H 14.971592 11.328137 7.969399 0.112 -0.157 0.975
H 14.176258 9.013817 11.498166 -0.158 -0.094 0.246
H 16.077542 10.162985 12.580726 -0.581 -0.224 -0.402
H 12.485805 8.445683 6.830617 -0.654 1.368 -0.172
H 11.415537 9.749539 4.966848 -0.852 -0.788 -1.356
H 10.542024 12.066821 5.158897 0.276 -0.763 0.934
H 11.352843 13.271778 7.078482 -0.494 2.254 0.343
H 12.645055 12.163116 8.789939 1.790 2.662 3.316
```
Forces are in eV/Å.

## Properties
* total charge: -1
* Kohn-Sham gap: 0.2319 Eh
* relative energy (zero: lowest compared OMol25 entry of this formula, charge and spin): 68.11 kJ/mol
* electronic energy: -113137.0284 eV
* lowest unoccupied orbital energy: 2.5 eV
* E_HOMO: -0.140 Ha

Per-atom Löwdin charges, elementary charge units: atom 1 (Tl): 0.83, atom 2 (O): -0.33, atom 3 (Cl): 0.63, atom 4 (O): -0.32, atom 5 (O): -0.44, atom 6 (O): -0.58, atom 7 (C): -0.01, atom 8 (N): -0.11, atom 9 (C): -0.06, atom 10 (C): -0.04, atom 11 (N): -0.14, atom 12 (C): -0.06, atom 13 (C): -0.73, atom 14 (Se): 0.52, atom 15 (H): 0.10, atom 16 (H): 0.09, atom 17 (H): 0.07, atom 18 (H): 0.10, atom 19 (H): 0.13, atom 20 (H): 0.08, atom 21 (H): 0.11, atom 22 (H): 0.04, atom 23 (C): -0.13, atom 24 (C): -0.15, atom 25 (C): -0.05, atom 26 (C): -0.29, atom 27 (C): -0.06, atom 28 (C): -0.11, atom 29 (N): -0.07, atom 30 (C): -0.38, atom 31 (C): -0.03, atom 32 (C): -0.11, atom 33 (C): -0.17, atom 34 (C): -0.11, atom 35 (C): -0.03, atom 36 (H): 0.07, atom 37 (H): 0.11, atom 38 (H): 0.12, atom 39 (H): 0.07, atom 40 (H): 0.11, atom 41 (H): 0.07, atom 42 (H): 0.07, atom 43 (H): 0.10, atom 44 (H): 0.06, atom 45 (H): 0.05

=====

> The lowest relative energy (zero: lowest compared OMol25 entry of this formula, charge and spin) belongs to which entry?

C17H18ClN3O4